A cluster of 2 separate species, C4H5PS in total at a distorted geometry. Source: OMol25; level of theory: wB97M-V/def2-TZVPD.

Each line ends with the natural charge from an NBO analysis.
CARTESIAN COORDINATES (ANGSTROEM)
C -0.6760 -0.4169 -0.6942  -0.259
C -0.1600 -0.8193 0.6134  -0.262
C -1.0379 0.8520 -0.7201  -0.393
C -0.0336 0.2808 1.4182  -0.349
P 2.4304 -0.8728 -0.6630  0.079
S -0.4564 1.7646 0.6352  0.412
H -1.0344 -1.2052 -1.3596  0.234
H 0.1070 -1.7862 0.7034  0.226
H -1.3054 1.5578 -1.4661  0.232
H 0.3119 0.2805 2.2925  0.195
H 1.8544 0.3647 -0.7598  -0.116

Its net charge is 0. The calculation puts the LUMO energy (spin up / spin down) at -1.011 / -1.096 eV. As for the calculated total energy: -894.7952 Ha. Its energy relative to the best compared isomer or geometry (same formula, charge and spin) is 2.682 eV. The value obtained for the orbital gap (spin up / spin down) is 6.994 / 6.923 eV.